# 1
Below is C28H25BeN5O3S as an isolated structure, with properties calculated with the ωB97M-V functional and the def2-TZVPD basis.

Values from the calculation:
**Total charge**: 0
**Frontier orbital gap**: 7.13 eV
**Spin multiplicity**: 1
**E_LUMO**: -0.7 eV
**Largest force on an atom**: 0.6 eV/A
**HOMO**: -7.83 eV

Each line ends with the Mulliken charge.
Cartesian coordinates (Å):
1 Be -0.033 -0.182 -0.041  -0.243
2 O 1.127 6.325 -0.725  -0.721
3 C -0.018 5.838 -0.645  0.402
4 O -1.162 6.322 -0.743  -0.721
5 C -0.017 4.284 -0.519  -0.367
6 C -1.215 3.580 -0.527  -0.927
7 C -1.174 2.201 -0.497  0.845
8 N -0.013 1.544 -0.461  0.614
9 C 1.146 2.204 -0.470  0.708
10 C 1.183 3.582 -0.501  -0.929
11 C 2.305 1.267 -0.479  0.273
12 C 3.634 1.648 -0.521  -0.589
13 C 4.601 0.658 -0.597  -0.498
14 C 4.215 -0.673 -0.635  -0.785
15 C 2.865 -0.969 -0.572  -0.069
16 N 1.933 -0.021 -0.486  0.089
17 C -2.329 1.259 -0.534  0.254
18 C -3.660 1.634 -0.579  -0.572
19 C -4.622 0.639 -0.661  -0.506
20 C -4.229 -0.690 -0.703  -0.779
21 C -2.878 -0.980 -0.639  -0.067
22 N -1.951 -0.028 -0.547  0.159
23 H -2.134 4.154 -0.568  0.573
24 H 2.100 4.161 -0.524  0.577
25 H 3.903 2.697 -0.503  0.441
26 H 5.651 0.924 -0.634  0.442
27 H 4.945 -1.470 -0.712  0.424
28 H 2.503 -1.991 -0.591  0.330
29 H -3.932 2.681 -0.555  0.439
30 H -5.672 0.901 -0.698  0.441
31 H -4.954 -1.490 -0.782  0.415
32 H -2.512 -2.001 -0.662  0.345
33 C 1.487 -3.673 4.571  -1.080
34 C 0.105 -3.029 4.629  -0.596
35 N 0.062 -1.669 4.051  0.099
36 C 0.095 -0.536 4.988  -0.858
37 C 1.486 0.069 5.168  -0.868
38 C -0.007 -1.493 2.721  0.186
39 S -0.110 0.113 2.103  -0.513
40 N -0.014 -2.651 2.013  -0.060
41 C -0.024 -2.733 0.700  -0.439
42 O -0.002 -1.789 -0.149  -0.059
43 C -0.048 -4.119 0.134  1.104
44 C -0.064 -4.307 -1.248  -0.355
45 C -0.077 -5.589 -1.780  -0.863
46 C -0.073 -6.691 -0.932  -0.369
47 C -0.059 -6.506 0.445  -0.691
48 C -0.047 -5.226 0.977  -0.178
49 H 1.457 -4.655 5.050  0.342
50 H 2.231 -3.063 5.087  0.351
51 H 1.797 -3.801 3.533  0.227
52 H -0.221 -2.941 5.663  0.421
53 H -0.610 -3.650 4.099  0.394
54 H -0.269 -0.908 5.944  0.382
55 H -0.601 0.223 4.640  0.510
56 H 2.195 -0.679 5.531  0.269
57 H 1.443 0.887 5.892  0.366
58 H 1.854 0.472 4.222  0.240
59 H -0.066 -3.437 -1.893  0.509
60 H -0.090 -5.731 -2.855  0.407
61 H -0.081 -7.693 -1.344  0.391
62 H -0.058 -7.366 1.105  0.414
63 H -0.036 -5.073 2.048  0.320

Cartesian forces (eV/Å) of the 6 atoms listed first:
Be 0.00 -0.04 0.26
O -0.51 -0.07 0.24
C 0.01 0.09 -0.54
O 0.50 -0.06 0.24
C 0.03 0.07 -0.07
C -0.16 0.03 0.05

# 2
Below is C28H25Br2IN4O4S5SbSeTi as an isolated structure at a distorted geometry, with properties calculated with the ωB97M-V functional and the def2-TZVPD basis.

Values from the calculation:
**ΔE to the lowest compared entry with this formula, charge and spin**: 0.0 kcal per mole
**Total charge**: -2
**Frontier orbital gap (spin up / spin down)**: 5.12 / 5.13 eV
**Spin multiplicity**: 2
**E_LUMO (spin up / spin down)**: 3.6 / 3.6 eV
**Largest force on an atom**: 1.7 eV/A
**HOMO (spin up / spin down)**: -1.53 / -1.54 eV

Each line ends with the Mulliken charge.
Cartesian coordinates (Å):
1 Ti -0.272 -0.332 0.334  0.706
2 C 1.098 -2.378 7.035  -1.465
3 C 0.714 -2.692 5.616  1.092
4 C 1.422 -2.146 4.553  -0.833
5 C 1.058 -2.407 3.240  -0.232
6 C -0.032 -3.222 2.971  0.370
7 C -0.729 -3.800 4.022  -0.815
8 C -0.356 -3.534 5.330  -0.963
9 S -0.607 -3.528 1.298  1.001
10 O -0.151 -4.866 0.968  -0.818
11 O -2.036 -3.334 1.374  -0.689
12 N 0.036 -2.448 0.348  0.590
13 C 1.424 -2.720 -0.068  -0.621
14 C 2.344 -1.518 0.151  0.519
15 O 3.550 -1.655 0.232  -0.765
16 O 1.726 -0.365 0.258  -0.410
17 H 1.137 -1.299 7.197  0.302
18 H 2.084 -2.779 7.280  0.332
19 H 0.380 -2.797 7.739  0.357
20 H 2.260 -1.485 4.747  0.393
21 H 1.618 -1.956 2.434  0.342
22 H -1.583 -4.429 3.809  0.428
23 H -0.924 -3.966 6.146  0.278
24 H 1.462 -2.939 -1.143  0.152
25 H 1.818 -3.594 0.452  0.447
26 S -4.088 4.514 1.612  -0.770
27 Sb -4.675 2.700 0.361  0.369
28 S -2.607 -0.578 0.076  -0.541
29 S -1.969 1.422 -0.234  -0.556
30 S -4.936 3.270 -1.860  -0.759
31 Br 3.517 3.868 -3.351  -0.203
32 C 3.382 4.793 -1.705  0.170
33 C 4.274 5.836 -1.493  -0.457
34 C 4.229 6.559 -0.316  -0.408
35 C 3.286 6.240 0.650  -0.660
36 C 2.402 5.199 0.434  -0.373
37 C 2.431 4.449 -0.747  0.038
38 I 1.045 2.932 -0.972  0.375
39 H 4.999 6.074 -2.259  0.355
40 H 4.927 7.371 -0.158  0.340
41 H 3.230 6.806 1.570  0.352
42 H 1.655 4.961 1.179  0.417
43 Br -2.714 -0.411 5.654  -0.172
44 C -1.363 0.243 4.515  -0.845
45 C -0.369 1.081 4.997  0.129
46 C 0.634 1.493 4.130  -1.257
47 C 0.599 1.052 2.819  -0.330
48 N -0.378 0.263 2.374  0.652
49 C -1.351 -0.148 3.188  0.004
50 H -0.384 1.403 6.029  0.487
51 H 1.433 2.142 4.455  0.462
52 H 1.386 1.307 2.117  0.599
53 H -2.108 -0.799 2.765  0.656
54 C -1.558 -3.449 -2.543  -1.238
55 N -2.288 -2.237 -2.836  0.317
56 C -1.770 -0.992 -2.819  -0.621
57 Se 0.026 -0.559 -2.648  -0.245
58 N -2.780 -0.115 -2.990  0.225
59 C -3.985 -0.793 -2.984  0.334
60 C -5.296 -0.345 -3.001  -0.708
61 C -6.278 -1.321 -2.960  -0.600
62 C -5.966 -2.683 -2.898  -0.574
63 C -4.654 -3.125 -2.859  -0.736
64 C -3.670 -2.150 -2.905  1.101
65 H -0.529 -3.317 -2.868  0.314
66 H -2.019 -4.275 -3.085  0.429
67 H -1.572 -3.647 -1.470  0.431
68 H -2.671 0.866 -2.742  0.389
69 H -5.517 0.716 -2.967  0.314
70 H -7.316 -1.016 -2.955  0.386
71 H -6.769 -3.408 -2.844  0.369
72 H -4.412 -4.174 -2.765  0.343

Cartesian forces (eV/Å) of the 6 atoms listed first:
Ti -0.59 0.05 -1.59
C 0.00 0.03 0.06
C 0.01 -0.06 -0.05
C -0.01 0.01 -0.06
C 0.04 -0.06 0.05
C 0.04 -0.03 0.03

# 3
Below is C28H25CaN11OS as an isolated structure at a distorted geometry, with properties calculated with the ωB97M-V functional and the def2-TZVPD basis.

Values from the calculation:
**ΔE to the lowest compared entry with this formula, charge and spin**: 14.0 kcal per mole
**Total charge**: 0
**Frontier orbital gap**: 6.73 eV
**Spin multiplicity**: 1
**E_LUMO**: -0.3 eV
**Largest force on an atom**: 2.4 eV/A
**HOMO**: -7.03 eV

Each line ends with the Mulliken charge.
Cartesian coordinates (Å):
1 Ca 0.514 -0.800 0.017  2.006
2 C -3.663 -0.574 -1.577  -1.827
3 C -2.291 0.008 -1.340  1.049
4 N -1.823 0.394 -0.212  -0.089
5 N -2.478 0.246 0.923  -0.340
6 C -1.917 0.630 2.114  0.200
7 N -2.504 0.068 3.208  -0.480
8 S -0.787 1.807 2.208  -0.336
9 C -1.418 0.200 -2.491  0.610
10 C -1.859 -0.044 -3.798  -0.642
11 C -0.981 0.119 -4.849  -0.667
12 C 0.312 0.541 -4.582  -0.516
13 C 0.647 0.805 -3.261  -0.638
14 N -0.175 0.625 -2.248  -0.207
15 H -4.196 -0.762 -0.647  0.379
16 H -3.588 -1.513 -2.122  0.371
17 H -4.248 0.129 -2.171  0.400
18 H -3.252 -0.421 0.981  0.272
19 H -2.778 -0.903 3.127  0.243
20 H -2.058 0.311 4.081  0.285
21 H -2.867 -0.366 -3.998  0.365
22 H -1.304 -0.087 -5.858  0.423
23 H 1.034 0.652 -5.375  0.436
24 H 1.632 1.170 -3.001  0.847
25 O -0.699 -1.835 1.249  -0.331
26 C -1.404 -2.891 1.314  -0.159
27 C -1.849 -3.388 2.569  -0.557
28 C -2.671 -4.480 2.672  -0.537
29 C -3.120 -5.140 1.532  -0.838
30 C -2.696 -4.707 0.296  -0.790
31 C -1.842 -3.610 0.154  0.378
32 C -1.323 -3.262 -1.144  0.593
33 N -0.244 -2.546 -1.401  -0.160
34 C -0.069 -2.549 -2.746  -0.203
35 C -1.063 -3.262 -3.341  -1.177
36 N -1.861 -3.705 -2.319  0.035
37 H -1.474 -2.888 3.452  0.622
38 H -2.964 -4.841 3.647  0.415
39 H -3.764 -6.002 1.612  0.386
40 H -3.006 -5.267 -0.577  0.300
41 H 0.776 -2.065 -3.195  0.618
42 H -1.282 -3.467 -4.368  0.458
43 H -2.662 -4.302 -2.422  0.215
44 N 7.976 0.002 6.845  -0.547
45 C 7.087 0.012 6.116  0.118
46 C 6.003 0.016 5.219  0.521
47 C 5.572 1.214 4.638  -0.499
48 C 4.527 1.208 3.743  -0.579
49 C 3.891 0.008 3.396  0.458
50 C 4.310 -1.182 4.009  -0.536
51 C 5.353 -1.183 4.904  -0.524
52 C 2.870 -0.036 2.418  -1.350
53 C 2.036 -0.104 1.536  -0.141
54 H 6.073 2.137 4.897  0.427
55 H 4.182 2.130 3.297  0.471
56 H 3.796 -2.100 3.758  0.451
57 H 5.686 -2.102 5.366  0.421
58 N 5.455 0.540 -4.572  -0.427
59 C 4.592 0.612 -3.536  0.654
60 N 4.216 1.842 -3.098  -0.382
61 N 4.152 -0.503 -3.059  -0.663
62 C 3.284 -0.727 -2.135  0.302
63 N 2.484 -1.104 -1.396  -0.460
64 H 5.710 1.352 -5.104  0.183
65 H 5.618 -0.371 -4.964  0.247
66 H 4.705 2.658 -3.425  0.204
67 H 3.807 1.916 -2.179  0.238

Cartesian forces (eV/Å) of the 6 atoms listed first:
Ca 0.70 1.65 -1.63
C 0.23 0.16 0.24
C -0.91 -0.13 0.80
N 0.57 -0.05 -0.69
N -1.56 -0.85 0.35
C 0.20 0.90 0.43

# 4
Below is C28H25Cl2N5O3RuS3Si as an isolated structure at a distorted geometry, with properties calculated with the ωB97M-V functional and the def2-TZVPD basis.

Values from the calculation:
**ΔE to the lowest compared entry with this formula, charge and spin**: 80.8 kcal per mole
**Total charge**: -1
**Frontier orbital gap (spin up / spin down)**: 6.16 / 6.50 eV
**Spin multiplicity**: 2
**E_LUMO (spin up / spin down)**: 1.5 / 1.8 eV
**Largest force on an atom**: 4.5 eV/A
**HOMO (spin up / spin down)**: -4.65 / -4.65 eV

Each line ends with the Mulliken charge.
Cartesian coordinates (Å):
1 Ru -0.399 1.193 -0.097  0.016
2 Cl 0.367 2.541 6.859  -0.252
3 C 0.068 2.780 5.172  0.008
4 C -0.291 1.698 4.398  -0.687
5 C -0.512 1.841 3.021  -0.682
6 N -0.852 0.817 2.184  0.144
7 C -1.012 -0.445 2.600  -0.033
8 O -0.914 -0.894 3.746  -0.814
9 C -1.370 -1.405 1.503  0.272
10 C -1.628 -2.726 1.862  -0.657
11 C -2.012 -3.624 0.891  -0.568
12 C -2.104 -3.182 -0.420  -0.653
13 C -1.783 -1.865 -0.697  -0.401
14 N -1.434 -0.992 0.238  1.008
15 C -0.332 3.131 2.428  0.291
16 C 0.008 4.217 3.249  -0.690
17 C 0.203 4.045 4.603  0.201
18 Cl 0.623 5.398 5.592  -0.249
19 N -0.427 3.190 1.073  0.484
20 C -0.621 4.318 0.372  0.074
21 O -0.820 5.455 0.792  -0.737
22 C -0.597 4.063 -1.112  0.605
23 C -1.273 4.919 -1.973  -0.552
24 C -1.222 4.676 -3.336  -0.385
25 C -0.430 3.630 -3.789  -0.611
26 C 0.227 2.835 -2.861  -0.388
27 N 0.108 3.011 -1.548  -0.275
28 H -0.380 0.720 4.846  0.695
29 H -1.532 -2.994 2.902  0.490
30 H -2.238 -4.647 1.153  0.416
31 H -2.409 -3.850 -1.211  0.443
32 H -1.813 -1.489 -1.710  0.354
33 H 0.125 5.193 2.806  0.547
34 H -1.837 5.740 -1.555  0.438
35 H -1.786 5.287 -4.027  0.410
36 H -0.319 3.431 -4.845  0.432
37 H 0.863 2.014 -3.176  0.641
38 C 1.475 -5.102 -0.117  -1.137
39 Si 1.999 -3.476 -0.988  0.220
40 C 3.823 -3.516 -1.563  -1.249
41 C 0.955 -3.316 -2.573  -0.847
42 C 1.884 -2.128 0.336  0.480
43 C 2.115 -2.420 1.673  -0.300
44 C 2.167 -1.405 2.619  -0.935
45 C 1.935 -0.105 2.202  -0.498
46 N 1.649 0.202 0.945  -0.542
47 C 1.641 -0.779 0.028  0.847
48 S 1.317 -0.214 -1.569  -0.421
49 H 1.278 -5.894 -0.831  0.367
50 H 0.564 -4.946 0.455  0.273
51 H 2.237 -5.467 0.565  0.361
52 H 3.963 -4.268 -2.333  0.346
53 H 4.515 -3.728 -0.753  0.348
54 H 4.093 -2.555 -1.991  0.318
55 H 0.873 -4.272 -3.084  0.448
56 H 1.417 -2.607 -3.252  0.290
57 H -0.047 -2.960 -2.364  0.102
58 H 2.257 -3.449 1.977  0.342
59 H 2.377 -1.610 3.657  0.436
60 H 1.979 0.719 2.902  0.621
61 C -1.385 0.116 -3.889  -1.268
62 O -1.632 0.668 -2.609  0.239
63 C -2.812 1.283 -2.389  0.338
64 S -3.928 1.500 -3.586  -0.333
65 S -3.012 1.779 -0.785  -0.179
66 H -0.342 -0.193 -3.880  0.254
67 H -1.566 0.856 -4.672  0.374
68 H -2.032 -0.750 -4.066  0.372

Cartesian forces (eV/Å) of the 6 atoms listed first:
Ru -0.38 3.26 3.05
Cl 0.00 -0.12 0.27
C 0.06 0.69 -0.23
C -0.03 -0.22 -0.24
C 0.46 1.30 0.60
N -0.33 -1.28 -2.03